(1)
{"formula": "C28H64F3N3O5PS", "method": "the ωB97M-V functional and the def2-TZVPD basis", "elements": ["F", "C", "F", "C", "F", "C", "C", "N", "P", "S", "C", "N", "C", "C", "C", "N", "H", "H", "H", "H", "H", "H", "H", "H", "H", "H", "H", "H", "H", "H", "C", "C", "O", "C", "C", "H", "H", "H", "H", "H", "H", "H", "H", "H", "H", "C", "C", "O", "C", "C", "H", "H", "H", "H", "H", "H", "H", "H", "H", "H", "C", "C", "O", "C", "C", "H", "H", "H", "H", "H", "H", "H", "H", "H", "H", "C", "C", "O", "C", "C", "H", "H", "H", "H", "H", "H", "H", "H", "H", "H", "C", "C", "O", "C", "C", "H", "H", "H", "H", "H", "H", "H", "H", "H", "H"], "coordinates": [[1.462, 4.071, -3.944], [1.342, 2.754, -4.078], [0.872, 2.399, -5.268], [1.649, 1.905, -3.101], [1.859, 2.427, -1.868], [1.793, 0.440, -3.225], [3.141, -0.004, -3.800], [4.333, 0.631, -3.196], [5.307, 1.623, -4.287], [4.640, 3.395, -4.541], [4.669, 0.452, -1.941], [3.781, -0.174, -1.087], [3.471, 0.661, 0.120], [4.649, 1.575, 0.442], [5.887, 0.797, 0.032], [5.882, 0.825, -1.459], [1.032, 0.081, -3.910], [1.632, -0.049, -2.277], [3.232, -1.081, -3.760], [3.144, 0.254, -4.852], [6.607, 1.511, -3.778], [5.312, 0.861, -5.464], [4.144, -1.057, -0.754], [2.525, 1.176, 0.053], [3.371, -0.043, 0.939], [4.611, 2.464, -0.182], [4.692, 1.901, 1.471], [6.763, 1.323, 0.381], [5.847, -0.221, 0.387], [6.088, 1.793, -1.700], [1.028, -4.252, 0.406], [1.996, -3.969, 1.542], [2.215, -2.588, 1.783], [1.062, -1.829, 2.132], [0.369, -2.308, 3.393], [1.379, -3.790, -0.520], [0.941, -5.327, 0.247], [0.030, -3.865, 0.611], [2.975, -4.381, 1.296], [1.670, -4.468, 2.460], [0.360, -1.798, 1.291], [1.411, -0.806, 2.282], [-0.006, -3.327, 3.291], [-0.479, -1.663, 3.623], [1.062, -2.293, 4.235], [-2.669, 0.775, -0.396], [-2.802, -0.411, 0.546], [-2.426, -0.125, 1.881], [-3.167, 0.895, 2.531], [-4.651, 0.593, 2.632], [-1.645, 1.153, -0.396], [-2.935, 0.480, -1.412], [-3.326, 1.596, -0.109], [-2.136, -1.211, 0.217], [-3.819, -0.816, 0.510], [-2.997, 1.861, 2.043], [-2.744, 0.973, 3.533], [-5.121, 0.510, 1.650], [-5.162, 1.385, 3.179], [-4.808, -0.350, 3.158], [-7.770, 1.201, -2.790], [-6.566, 0.555, -2.127], [-6.674, 0.447, -0.719], [-7.751, -0.329, -0.224], [-7.704, -1.777, -0.676], [-7.943, 2.196, -2.378], [-7.604, 1.291, -3.864], [-8.680, 0.618, -2.643], [-5.683, 1.169, -2.310], [-6.359, -0.427, -2.568], [-8.712, 0.133, -0.472], [-7.658, -0.289, 0.862], [-7.797, -1.881, -1.757], [-8.515, -2.342, -0.218], [-6.753, -2.223, -0.378], [-6.335, -6.166, 2.491], [-5.152, -5.912, 1.573], [-5.082, -4.588, 1.075], [-4.965, -3.562, 2.042], [-3.724, -3.667, 2.912], [-7.270, -5.937, 1.979], [-6.352, -7.212, 2.800], [-6.293, -5.555, 3.394], [-5.235, -6.549, 0.693], [-4.213, -6.184, 2.069], [-5.870, -3.515, 2.659], [-4.926, -2.630, 1.477], [-3.717, -4.581, 3.508], [-3.673, -2.821, 3.598], [-2.825, -3.667, 2.293], [7.496, 6.549, 1.755], [7.483, 5.046, 1.546], [6.389, 4.583, 0.765], [6.299, 5.090, -0.554], [7.508, 4.756, -1.415], [6.569, 6.876, 2.226], [8.332, 6.830, 2.395], [7.601, 7.094, 0.816], [7.384, 4.548, 2.510], [8.431, 4.707, 1.113], [6.113, 6.168, -0.545], [5.409, 4.626, -0.987], [8.425, 5.200, -1.032], [7.359, 5.123, -2.432], [7.661, 3.672, -1.454]], "mulliken_charge": [-0.203, 0.212, -0.259, 0.448, -0.311, -0.448, -0.908, 0.094, 0.063, -0.256, 0.420, -0.149, -0.373, -0.459, -0.847, -0.334, 0.547, 0.188, 0.304, 0.514, 0.170, 0.153, 0.386, 0.265, 0.138, 0.162, 0.532, 0.417, 0.393, 0.062, -0.761, -0.330, -0.480, 0.165, -1.219, 0.190, 0.401, 0.044, 0.378, 0.324, 0.106, 0.274, 0.271, 0.312, 0.342, -1.526, 0.515, -0.257, -0.468, -0.552, 0.380, 0.450, 0.280, 0.384, -0.386, 0.323, 0.382, -0.097, 0.448, 0.157, -1.203, -0.239, -0.410, -0.323, -1.141, 0.311, 0.407, 0.285, 0.282, 0.339, 0.344, 0.329, 0.299, 0.418, 0.278, -1.036, -0.346, -0.447, 0.566, -1.187, 0.276, 0.403, 0.259, 0.359, 0.312, 0.289, -0.491, 0.420, 0.386, 0.232, -1.096, -0.334, -0.380, -0.277, -1.033, 0.302, 0.399, 0.270, 0.334, 0.324, 0.361, 0.265, 0.360, 0.396, 0.171], "total_charge": 1, "orbital_gap_ev": 7.5, "de_lowest_kj_mol": 36.45, "e_homo_ev": -11.00}

(2)
{"formula": "C28H65Cl10N3", "method": "the ωB97M-V functional and the def2-TZVPD basis", "elements": ["Cl", "C", "C", "Cl", "H", "H", "H", "H", "Cl", "C", "C", "Cl", "H", "H", "H", "H", "Cl", "C", "C", "Cl", "H", "H", "H", "H", "Cl", "C", "C", "Cl", "H", "H", "H", "H", "Cl", "C", "C", "Cl", "H", "H", "H", "H", "C", "C", "N", "C", "C", "C", "C", "H", "H", "H", "H", "H", "H", "H", "H", "H", "H", "H", "H", "H", "H", "H", "C", "C", "N", "C", "C", "C", "C", "H", "H", "H", "H", "H", "H", "H", "H", "H", "H", "H", "H", "H", "H", "H", "C", "C", "N", "C", "C", "C", "C", "H", "H", "H", "H", "H", "H", "H", "H", "H", "H", "H", "H", "H", "H", "H"], "coordinates": [[-1.990, 2.220, -0.215], [-0.588, 1.220, 0.094], [-1.046, -0.186, 0.499], [-2.215, 0.006, 1.858], [-0.190, 1.886, 1.003], [-0.127, 1.215, -0.856], [-0.196, -0.651, 0.822], [-1.459, -0.791, -0.106], [4.493, 2.473, -3.147], [4.037, 4.186, -2.789], [3.131, 4.302, -1.526], [1.664, 3.436, -1.661], [3.206, 4.283, -3.674], [4.961, 4.845, -2.826], [2.775, 5.406, -1.497], [3.637, 4.174, -0.482], [-3.289, 3.883, -3.205], [-1.668, 4.810, -2.999], [-1.653, 5.685, -1.739], [-0.408, 6.792, -1.756], [-1.717, 5.489, -3.901], [-0.902, 4.107, -2.988], [-1.605, 4.906, -0.640], [-2.712, 6.211, -1.561], [-0.418, -0.991, -3.188], [-1.906, -0.176, -3.599], [-3.095, -1.062, -3.629], [-3.475, -1.778, -2.075], [-1.887, 0.099, -4.629], [-1.935, 0.559, -2.949], [-2.929, -1.631, -4.368], [-3.873, -0.559, -3.826], [-6.036, 1.245, -2.239], [-6.520, 1.379, -0.527], [-5.404, 1.722, 0.415], [-5.951, 1.890, 2.031], [-6.945, 0.425, -0.137], [-7.441, 1.992, -0.573], [-4.822, 2.571, 0.152], [-4.743, 0.889, 0.316], [6.719, -2.830, -0.073], [5.498, -2.147, -0.830], [4.479, -1.723, 0.096], [3.565, -0.724, -0.383], [3.074, -0.830, -1.628], [3.582, -2.857, 0.607], [2.804, -2.351, 1.744], [7.587, -2.933, -0.598], [6.529, -3.733, 0.237], [7.122, -2.476, 0.865], [5.192, -2.746, -1.830], [5.917, -1.367, -1.529], [4.309, 0.121, -0.474], [2.892, -0.322, 0.183], [3.547, -1.457, -2.437], [2.626, 0.075, -2.005], [2.479, -1.411, -1.434], [4.149, -3.506, 0.990], [2.922, -3.389, -0.063], [3.391, -1.956, 2.592], [2.393, -3.027, 2.412], [1.989, -1.714, 1.310], [2.180, -3.940, -3.708], [0.886, -4.736, -3.695], [0.016, -4.394, -2.518], [-1.328, -4.778, -2.648], [-1.619, -5.878, -3.472], [0.431, -4.810, -1.235], [-0.013, -3.918, -0.093], [2.554, -4.132, -2.843], [1.867, -2.880, -3.564], [2.705, -3.944, -4.777], [1.155, -5.778, -3.533], [0.268, -4.674, -4.793], [-1.606, -3.905, -3.224], [-1.826, -4.812, -1.969], [-1.080, -6.383, -4.309], [-2.659, -5.430, -4.108], [-1.728, -6.709, -2.753], [1.429, -4.508, -1.275], [0.279, -5.816, -0.968], [0.563, -4.305, 0.959], [-0.969, -4.047, -0.147], [0.143, -2.954, -0.366], [-0.591, 3.097, 7.760], [-1.755, 2.946, 6.778], [-1.480, 3.026, 5.329], [-0.591, 2.114, 4.764], [-0.534, 0.863, 5.199], [-2.736, 3.112, 4.578], [-2.658, 4.293, 3.537], [-0.081, 4.176, 7.681], [0.082, 2.305, 7.710], [-1.129, 3.179, 8.785], [-2.577, 3.651, 6.930], [-2.328, 2.040, 6.960], [0.262, 2.347, 5.055], [-0.352, 2.415, 3.773], [-1.072, 0.353, 6.052], [0.315, 0.442, 5.137], [-1.074, 0.336, 4.325], [-3.707, 3.237, 5.061], [-3.087, 1.984, 4.237], [-3.594, 4.216, 2.906], [-1.862, 4.108, 2.816], [-2.636, 5.327, 3.981]], "mulliken_charge": [0.037, -0.221, 0.237, -0.267, 0.242, 0.038, -0.197, 0.122, -0.150, -0.442, -0.511, -0.042, 0.227, 0.352, 0.267, 0.287, -0.187, -0.405, -0.023, -0.179, 0.384, 0.108, -0.066, 0.356, 0.009, -0.469, -1.325, -0.185, 0.336, 0.194, 0.627, 0.756, -0.178, -0.579, 0.110, -0.199, 0.301, 0.365, 0.140, 0.010, -1.814, -0.169, 0.100, -1.690, -0.193, -0.356, -1.283, 0.543, 0.524, 0.429, 0.064, 0.417, 0.221, 1.101, 0.185, 0.459, -0.203, 0.953, -0.086, 0.279, 0.593, 0.016, -1.098, -0.412, 0.887, -2.274, -1.241, -0.365, -1.272, 0.464, 0.068, 0.304, 0.364, 0.262, 0.240, 1.800, 0.315, 0.211, 0.298, 0.123, 0.226, 0.146, 0.966, -0.019, -1.199, -0.719, 0.162, -0.928, -1.256, -0.448, -0.868, 0.244, 0.335, 0.354, 0.527, 0.481, 0.699, 0.493, 0.237, 0.707, -0.006, 0.464, 0.092, 0.249, 0.129, 0.288], "total_charge": 0, "orbital_gap_ev": 8.2, "de_lowest_kj_mol": 503.02, "e_homo_ev": -7.81}